173
Properties=species:S:1:pos:R:3:forces:R:3 method="wB97M-V/def2-TZVPD" total_charge=-1 lumo_ev=1.664
C -1.269366 -6.644590 1.352217 0.365 0.358 -0.303
C -0.044749 -6.650345 0.348669 -1.145 0.097 0.874
O 0.144823 -7.679300 -0.277947 0.280 0.794 -0.064
N 0.698142 -5.460192 0.223233 -0.085 -2.151 -0.318
C 1.921134 -5.604032 -0.595825 1.152 0.710 -0.316
C 2.459832 -4.208626 -1.158986 0.786 -1.077 0.103
C 2.125076 -3.965285 -2.682058 0.268 1.320 -0.506
C 1.351687 -2.580406 -2.955888 0.387 -1.496 -0.097
Ga -0.592380 -2.730092 -2.290768 0.359 0.291 0.663
C -1.185623 -4.692451 -2.627112 0.388 -0.450 0.244
C -1.173002 -5.145041 -4.145708 -0.740 -0.524 0.056
C -1.545119 -4.034877 -5.168918 0.136 -0.007 -0.134
O -0.823201 -3.149480 -5.536867 -0.146 -0.633 0.463
O -2.855895 -4.071146 -5.740964 0.689 -0.798 0.165
C -1.889004 -1.345393 -3.137056 0.629 -0.005 -1.318
O -2.565907 -0.478814 -2.175654 -0.959 -1.247 0.281
C -3.512673 -1.122670 -1.442024 -1.540 0.022 1.719
C -4.132238 -0.338431 -0.351922 -0.964 -1.606 0.312
C -5.130776 -0.930326 0.524601 0.455 -1.323 -1.033
C -5.546897 -2.326460 0.350453 1.333 -0.013 -1.719
C -4.975881 -3.120876 -0.750561 0.744 2.829 0.735
C -3.969310 -2.494318 -1.627104 -0.955 0.012 0.999
C -0.544265 -2.254671 -0.253609 0.003 0.614 0.130
C -0.118505 -0.773749 0.028291 -0.017 -1.002 1.703
C 0.774627 -0.654286 1.338227 -0.742 0.853 -0.493
F 0.620484 -0.151262 -1.024965 -0.511 -0.305 0.473
H -2.198681 -6.957093 0.800907 1.037 0.358 0.382
H -1.078017 -7.420899 2.134615 -0.102 0.712 -0.572
H -1.445673 -5.638258 1.807988 0.156 -0.856 -0.286
H 0.871926 -5.009786 1.120137 -0.377 0.157 -0.415
H 1.774517 -6.253064 -1.499755 -0.358 0.454 1.164
H 2.699866 -6.127153 0.033912 -0.596 0.568 -0.726
H 2.192151 -3.347883 -0.490634 -0.066 -0.739 -0.731
H 3.586102 -4.300830 -1.091545 -1.067 0.166 0.017
H 1.590210 -4.828848 -3.167248 0.367 0.705 0.721
H 3.105196 -3.870652 -3.244303 -0.821 -0.370 0.620
H 1.322586 -2.474516 -4.074329 0.244 0.317 0.933
H 1.964357 -1.791490 -2.447005 -0.660 -0.386 -0.685
H -2.152896 -4.940565 -2.098087 0.790 0.227 -0.829
H -0.409858 -5.328551 -2.108054 -0.816 0.576 -0.545
H -0.154452 -5.521984 -4.425954 -0.764 0.615 0.201
H -1.873015 -6.020998 -4.274354 0.572 0.899 -0.132
H -2.764366 -4.576808 -6.571729 -0.168 0.346 0.495
H -1.242816 -0.669836 -3.770667 -0.789 -0.420 0.740
H -2.642144 -1.793347 -3.848520 0.477 0.554 0.641
H -3.863205 0.727393 -0.159300 -0.004 -1.081 -0.446
H -5.625254 -0.357380 1.366254 0.859 -0.544 -1.309
H -6.287406 -2.833255 1.019893 0.733 0.774 -0.579
H -5.280253 -4.188055 -0.903114 0.346 1.168 0.107
H -3.567204 -3.123837 -2.445739 -0.202 0.678 0.723
H 0.143142 -2.942318 0.300363 -0.527 0.516 -0.491
H -1.571431 -2.386440 0.183834 0.842 0.084 -0.277
H -1.038859 -0.166670 0.224064 0.786 -0.245 -0.597
H 0.735637 0.428001 1.647244 0.248 -0.942 -0.088
H 1.845832 -0.923012 1.157434 -0.938 -0.068 0.090
H 0.319590 -1.265962 2.164134 0.588 0.503 -0.848
C 6.262536 -9.157851 1.378051 0.323 -0.064 -0.115
C 5.737365 -8.162845 2.394474 -0.178 -0.051 0.295
C 5.182011 -7.067187 1.501928 0.016 0.216 -0.230
O 4.740912 -7.700412 0.295114 0.275 -0.163 0.263
C 5.230942 -9.045616 0.269273 -0.328 -0.020 -0.087
H 6.362088 -10.172318 1.766125 -0.025 0.027 -0.032
H 7.241783 -8.833952 1.012413 -0.029 -0.041 0.009
H 4.929309 -8.617353 2.975277 0.035 0.041 -0.002
H 6.495738 -7.802155 3.090387 -0.030 0.016 -0.039
H 5.956411 -6.339335 1.236292 -0.001 0.047 0.101
H 4.347352 -6.534291 1.961757 -0.019 -0.002 -0.113
H 4.382838 -9.715678 0.446902 0.055 -0.076 -0.031
H 5.646993 -9.264998 -0.715794 -0.073 0.087 -0.016
C -8.434822 -5.243984 -3.334548 0.168 0.261 -0.198
C -8.267181 -6.747938 -3.419568 -0.253 -0.260 -0.046
C -7.249446 -7.012654 -2.325276 0.341 0.044 0.136
O -7.451202 -6.012780 -1.317480 -0.214 0.024 -0.356
C -8.324722 -4.999577 -1.840796 -0.055 0.018 0.317
H -9.372820 -4.881833 -3.757049 0.023 -0.003 0.045
H -7.610869 -4.748175 -3.855711 -0.052 0.013 0.035
H -9.213741 -7.241233 -3.177095 0.040 -0.015 -0.026
H -7.940800 -7.099750 -4.398842 0.024 0.008 0.051
H -6.226062 -6.908974 -2.700863 -0.014 -0.083 -0.053
H -7.358750 -8.004872 -1.882501 0.029 0.067 0.084
H -9.297417 -5.108923 -1.347272 -0.042 0.067 -0.041
H -7.923785 -4.011653 -1.606646 0.079 -0.088 0.083
C 0.708308 5.456110 1.261524 0.152 0.167 0.261
C 1.410371 4.850555 0.061045 -0.094 0.057 -0.293
C 1.450069 3.378293 0.430964 0.092 -0.301 0.040
O 0.294085 3.124286 1.237524 0.092 0.359 0.002
C -0.295725 4.373074 1.615034 -0.198 -0.208 -0.140
H 0.240982 6.420456 1.057926 0.008 -0.027 0.055
H 1.420629 5.588279 2.081113 -0.073 0.072 -0.012
H 0.801404 4.994100 -0.836582 0.058 -0.028 0.007
H 2.399978 5.269448 -0.128148 -0.015 -0.040 0.018
H 2.337251 3.141889 1.029953 0.071 0.016 -0.062
H 1.436775 2.724527 -0.442791 -0.074 -0.094 0.124
H -1.224641 4.491591 1.045864 -0.034 0.078 0.058
H -0.539607 4.357145 2.679303 0.007 -0.095 -0.025
C 4.040020 0.274026 5.002371 0.047 0.079 -0.048
C 3.045902 0.108512 6.135564 -0.011 -0.145 0.247
C 1.811520 -0.382783 5.399201 -0.227 0.049 -0.229
O 2.273819 -1.121833 4.263717 0.207 0.127 0.287
C 3.677418 -0.888389 4.096832 -0.091 -0.236 -0.046
H 5.078690 0.254978 5.322943 -0.080 0.025 -0.058
H 3.859328 1.220071 4.485716 0.016 -0.060 0.016
H 3.398622 -0.660583 6.829951 -0.025 0.041 0.003
H 2.868207 1.023433 6.702579 -0.020 -0.027 -0.031
H 1.207911 0.454711 5.032427 -0.036 0.019 0.080
H 1.178952 -1.022175 6.018816 -0.012 -0.043 -0.105
H 4.207426 -1.801617 4.391473 0.101 0.030 -0.035
H 3.892313 -0.685177 3.045851 -0.114 -0.063 -0.006
C 2.645201 10.231191 1.944451 -0.151 -0.004 -0.324
C 2.222871 10.626491 3.344649 0.163 0.126 0.282
C 1.342574 9.457149 3.748545 -0.211 -0.159 -0.042
O 1.849781 8.302121 3.068518 0.078 0.287 -0.035
C 2.792016 8.725440 2.074958 0.166 -0.210 0.131
H 3.559144 10.720399 1.606444 -0.035 -0.026 0.011
H 1.848041 10.469654 1.235938 0.077 0.041 0.028
H 3.100305 10.676809 3.997221 -0.046 0.006 0.006
H 1.707049 11.585194 3.393159 0.009 -0.054 -0.057
H 0.306817 9.609581 3.426134 -0.015 0.077 0.066
H 1.348781 9.279184 4.825911 -0.008 -0.107 -0.050
H 3.794390 8.452913 2.424672 0.043 0.005 -0.089
H 2.596268 8.200964 1.137479 -0.050 -0.076 0.084
C 2.715463 15.073240 0.084349 -0.123 0.099 -0.299
C 2.295437 15.469883 1.486622 0.188 0.130 0.262
C 1.413456 14.302320 1.891509 -0.251 -0.150 -0.057
O 1.917526 13.146583 1.209771 0.053 0.387 -0.063
C 2.859493 13.567635 0.214758 0.145 -0.240 0.105
H 3.629955 15.560322 -0.255157 -0.024 -0.045 0.015
H 1.917166 15.312674 -0.624259 0.058 -0.011 0.004
H 3.173638 15.518428 2.137247 -0.053 0.020 -0.004
H 1.780885 16.429851 1.537091 -0.004 -0.054 0.003
H 0.377554 14.456556 1.571241 -0.013 0.072 0.074
H 1.421434 14.124246 2.968924 -0.002 -0.095 -0.046
H 3.861595 13.293642 0.563089 0.043 0.025 -0.090
H 2.661721 13.043620 -0.721968 -0.043 -0.066 0.087
C -9.830976 0.515539 2.825007 -0.209 -0.263 -0.091
C -9.012959 0.717200 4.085417 -0.006 0.254 0.233
C -7.623172 0.317031 3.623385 0.218 -0.212 -0.112
O -7.540959 0.639028 2.229030 -0.405 0.067 0.315
C -8.854053 0.945549 1.745425 0.191 0.195 -0.176
H -10.761303 1.084552 2.808419 0.043 -0.004 -0.022
H -10.076024 -0.544148 2.706995 -0.011 0.052 -0.017
H -9.022920 1.773832 4.369617 0.006 -0.046 0.020
H -9.364006 0.132437 4.936430 0.041 0.003 -0.033
H -7.464101 -0.761485 3.729500 0.012 0.008 0.096
H -6.833656 0.839965 4.166440 0.035 -0.018 -0.108
H -8.904544 2.026257 1.572314 -0.093 -0.005 -0.046
H -9.023544 0.433077 0.796945 0.134 0.007 0.012
C 0.632375 -2.930971 -9.787580 0.043 0.232 -0.201
C -0.363949 -3.081991 -8.653433 0.065 -0.112 0.218
C -1.599852 -3.570225 -9.386840 -0.089 0.154 -0.172
O -1.140270 -4.321651 -10.519745 0.131 0.116 0.088
C 0.264876 -4.098396 -10.686539 -0.002 -0.255 0.008
H 1.673265 -2.954558 -9.463740 -0.046 -0.022 -0.003
H 0.458375 -1.986008 -10.311797 0.047 -0.037 -0.002
H -0.017106 -3.846681 -7.954489 -0.028 0.113 0.034
H -0.536108 -2.164240 -8.093538 -0.013 -0.116 0.050
H -2.198345 -2.732364 -9.759891 -0.059 0.002 0.104
H -2.236643 -4.201076 -8.763471 -0.018 -0.047 -0.127
H 0.788886 -5.012035 -10.384277 0.096 0.038 -0.032
H 0.482824 -3.904547 -11.739068 -0.106 -0.063 -0.011
C 6.892460 4.005619 3.552680 0.006 0.291 0.177
C 8.054593 3.078442 3.252784 0.118 -0.127 -0.306
C 7.907580 2.029412 4.340552 -0.012 -0.059 0.276
O 6.508882 1.932906 4.637492 0.386 0.372 -0.202
C 5.825195 3.030523 4.015326 -0.198 -0.200 -0.100
H 6.577971 4.606810 2.699218 -0.020 -0.046 0.033
H 7.159176 4.683701 4.369084 -0.033 -0.002 -0.043
H 7.918393 2.619048 2.269496 0.036 0.013 0.042
H 9.026742 3.572479 3.266143 -0.030 -0.033 0.023
H 8.426025 2.331791 5.257210 0.097 -0.010 -0.041
H 8.284627 1.051661 4.034174 -0.093 -0.016 0.058
H 5.255552 2.634918 3.167742 -0.043 0.098 -0.009
H 5.126872 3.477137 4.725370 0.017 -0.104 0.029